# 1
Below is a molecular structure, C32H29BrClIrN4O2S2, with properties calculated with the ωB97M-V functional and the def2-TZVPD basis.

The geometry in XYZ format:
```
72
Properties=species:S:1:pos:R:3:forces:R:3
H 2.1612 -8.1170 -0.9340 0.00 0.00 0.00
C -4.6262 0.6402 -0.7020 0.05 0.02 0.03
S -1.4120 1.9626 -1.0230 -0.05 0.78 0.43
C -4.1417 -1.7275 -0.8480 0.13 0.07 0.02
H -0.4017 5.5793 3.3155 0.00 0.00 0.00
C 3.0050 0.3996 2.2609 0.01 0.02 0.01
H 1.1476 8.7102 0.8412 0.00 0.00 0.00
C 5.2024 1.1126 1.5708 0.00 0.00 0.02
C -0.3320 5.1638 1.2161 0.01 0.01 0.01
C 1.2433 1.2627 -0.8480 -0.26 0.02 -0.15
H 2.0069 0.0500 2.0138 0.00 -0.01 -0.01
Ir -1.5224 -0.2556 -0.9446 -0.29 -0.32 -1.07
H -5.0753 -5.4438 -0.5017 -0.01 0.00 0.00
O -3.6779 -0.4110 -1.0143 -0.12 -0.22 0.16
H 4.3262 0.7317 -0.8746 0.02 -0.02 0.01
H 2.4685 3.6506 -2.2436 0.03 0.02 0.00
C 0.8166 -6.4962 -0.6163 -0.06 0.04 -0.03
H 5.9208 1.3191 0.7855 0.00 0.00 0.00
H -4.1132 1.5804 -0.8717 0.00 0.00 -0.01
H -1.2236 4.4438 -1.3707 -0.01 0.02 0.02
Cl -1.4576 -0.8155 1.2180 0.06 0.15 0.19
C -0.4819 -6.0726 -0.8771 0.15 -0.01 0.12
C -1.4002 -6.8509 -1.5791 -0.11 -0.05 -0.04
H -5.4734 0.5564 -1.3781 0.00 0.02 0.00
H 6.5735 1.5761 3.1524 0.00 0.00 0.00
H -0.7711 4.1769 1.3248 0.00 0.00 -0.01
O -1.9042 -2.2835 -1.3681 -0.28 -0.30 -0.04
N 2.4538 1.5558 -0.4904 0.24 0.00 0.05
C -5.7719 -3.4091 -0.4467 0.04 0.04 -0.01
C -4.8182 -4.3979 -0.5931 0.05 -0.01 0.04
C -3.1871 -2.7180 -1.0048 0.09 0.14 0.01
H -1.7402 -8.7012 -2.6329 -0.01 0.01 0.00
C -2.4602 -5.0866 -1.0205 -0.16 0.03 0.11
C 5.5721 1.2536 2.9023 0.00 0.00 -0.02
H 2.5269 3.2039 0.8032 0.03 0.04 0.00
C 0.5437 6.9236 -0.1780 0.00 0.01 0.02
C -0.1297 5.9514 2.3371 0.00 0.01 -0.01
H -1.3131 -3.0461 -1.5264 0.12 -0.04 0.19
C 2.8213 2.9631 -0.2205 -0.06 -0.13 0.04
S 0.7131 -0.3203 -1.2140 0.48 -0.07 0.21
H -4.9357 0.5570 0.3379 0.01 0.00 0.00
C 1.1640 -7.7373 -1.1106 -0.01 -0.06 -0.03
C 3.5012 0.5412 -0.1879 -0.11 0.10 -0.02
H 0.7943 7.3099 -1.1595 0.00 0.00 0.00
H 4.9482 1.0808 4.9432 0.00 0.00 0.00
C 3.3743 0.5470 3.5871 0.01 0.00 -0.01
C 3.9208 0.6858 1.2497 0.01 -0.05 -0.02
H 3.9029 3.0454 -0.2921 0.00 0.01 -0.04
H 3.0876 -0.4390 -0.4092 0.01 -0.01 0.03
H 2.6683 0.3182 4.3739 0.00 0.00 0.00
H 2.2910 4.8921 -0.9850 0.00 0.00 0.04
C 0.2548 -8.5248 -1.8378 0.05 0.02 0.03
C 0.0074 5.6492 -0.0452 -0.03 0.03 -0.02
H 0.5762 -9.4897 -2.2046 0.00 0.00 0.00
H 0.0905 5.3058 -2.1750 -0.01 0.02 0.00
H -0.9292 -4.3195 0.2452 -0.08 -0.10 0.12
C -5.4461 -2.0566 -0.5547 0.00 -0.09 -0.03
N -1.1631 -4.8977 -0.5481 0.13 0.15 -0.26
H -6.2118 -1.3097 -0.4158 -0.01 -0.01 0.01
C 0.2458 2.3764 -1.0004 0.02 -0.23 0.00
C -3.4927 -4.0539 -0.8527 -0.09 -0.06 -0.08
C -1.0327 -8.0977 -2.0818 -0.01 0.01 -0.01
H 1.5194 -5.8959 -0.0539 0.00 0.00 0.00
N 0.6799 3.5868 -1.1632 0.06 0.17 0.03
C -0.1975 4.7852 -1.2612 0.07 -0.14 -0.06
H 0.5565 7.8440 3.0771 0.00 0.00 0.00
C 2.1317 3.8428 -1.2220 -0.10 -0.01 -0.01
C 0.7397 7.7143 0.9474 0.00 -0.01 -0.01
C 0.4069 7.2271 2.2014 0.00 0.00 0.02
N -2.6315 -6.1980 -1.6511 0.09 0.00 -0.01
C 4.6587 0.9745 3.9066 -0.01 0.00 0.01
Br -7.5482 -3.8785 -0.0768 -0.07 -0.01 0.02
```
Positions in Å, forces in eV/Å.

Output
E: -5540.74798 hartree
Net charge: +2
Kohn-Sham gap: 0.174 Ha
Energy above the lowest of the compared OMol25 structures with the same formula, charge and spin: 19.41 kJ/mol
LUMO energy: -7.92 eV

# 2
Below is 2 unconnected molecules or ions with the total composition C4H13NO2, with properties calculated with the ωB97M-V functional and the def2-TZVPD basis.

The geometry in XYZ format:
```
20
Properties=species:S:1:pos:R:3:forces:R:3
C 0.9456 1.4141 -0.4594 -0.20 -1.10 -0.21
H -1.2900 -0.6492 -0.7537 0.57 -0.14 0.44
C 1.4425 0.0544 0.0300 -0.09 0.01 1.03
H -2.9679 1.3069 -1.1585 -0.32 -0.37 0.09
H -0.0098 -0.2002 2.5488 0.32 0.19 -0.22
H 2.6479 -1.4134 -0.6975 0.47 -0.40 0.50
H -1.2566 -1.1603 1.8714 -0.30 0.21 -0.20
H -3.8177 0.0383 -0.7250 0.44 0.50 -0.16
H 0.7261 -1.8421 0.8033 0.36 0.07 -0.12
H 1.9776 0.1780 0.9806 0.58 0.19 -0.34
C -0.5529 -0.3662 1.6147 0.23 -0.36 0.25
C 0.3149 -0.8852 0.4689 -1.01 0.20 -0.09
H 1.7875 2.0086 -0.7922 0.01 0.21 0.04
H 0.2994 1.1858 -1.3105 -0.01 0.34 -0.18
O -2.9463 0.4669 -0.6790 -0.08 -0.12 0.02
H -1.0697 0.5489 1.3381 -0.20 -0.04 0.04
H 0.3460 1.9077 0.2912 0.01 0.34 0.20
O -0.5127 -1.2334 -0.6377 -0.37 -0.07 -0.52
N 2.2918 -0.5270 -1.0027 -0.47 0.01 -0.37
H 1.6443 -0.8324 -1.7307 0.06 0.32 -0.19
```
Positions in Å, forces in eV/Å.

Output
E: -365.43267 hartree
Kohn-Sham gap: 0.347 Ha
Energy above the lowest of the compared OMol25 structures with the same formula, charge and spin: 25.79 kJ/mol
SMILES: C[C@H](N)[C@@H](C)O.O
LUMO energy: 0.41 eV

# 3
Below is 2 unconnected molecules or ions with the total composition C8H8N2O2, with properties calculated with the ωB97M-V functional and the def2-TZVPD basis.

The geometry in XYZ format:
```
20
Properties=species:S:1:pos:R:3:forces:R:3
H 0.9268 -2.8356 0.6696 0.17 1.47 -0.30
H -3.6255 1.9063 -2.1064 2.16 -1.47 -0.61
N -2.7850 1.3657 -2.5070 -4.04 -0.82 4.98
C 1.3529 -1.5396 2.2717 -0.05 0.34 0.29
H 1.3472 -2.4070 2.8251 0.53 -1.62 1.74
C -1.8437 0.7388 -1.7183 0.79 0.43 -1.02
H 1.2788 1.8387 2.5155 -0.52 -1.20 -1.03
H -2.4368 1.7088 -3.2842 1.73 2.21 -4.73
C 1.1553 0.8308 2.0103 1.12 0.46 2.50
O 0.7372 -1.6686 -1.8741 0.18 0.50 2.04
C 0.8260 -0.6079 0.1709 0.15 -2.36 1.01
H 0.3331 1.4751 0.0511 0.73 -0.73 0.59
C 0.7540 0.6647 0.6940 -0.21 0.98 0.13
N 0.4766 -0.7348 -1.1421 -1.67 1.11 -4.84
C 1.0657 -1.7652 0.9729 -0.46 0.28 -1.72
C -0.5280 0.8483 -2.2739 2.23 -1.09 -1.93
H -0.2945 0.4201 -3.3724 -0.57 0.46 2.69
O -1.9975 0.2773 -0.6234 -1.44 -0.74 2.12
C 1.4946 -0.2924 2.8427 -0.90 1.39 -2.18
H 1.7628 -0.2235 3.8779 0.06 0.40 0.27
```
Positions in Å, forces in eV/Å.

Output
E: -569.40180 hartree
Kohn-Sham gap (alpha / beta): 0.244 / 0.244 Ha
Energy above the lowest of the compared OMol25 structures with the same formula, charge and spin: 635.18 kJ/mol
LUMO energy (alpha / beta): -1.40 / -1.40 eV

# 4
Below is 3 unconnected molecules or ions with the total composition C4H12BrO2, with properties calculated with the ωB97M-V functional and the def2-TZVPD basis.

The geometry in XYZ format:
```
19
Properties=species:S:1:pos:R:3:forces:R:3
Br 0.0063 0.9824 -2.8602 -0.06 -0.05 0.09
C 1.1304 -2.2072 0.2324 -0.36 -0.36 -0.61
H -0.4766 3.0436 0.2303 0.96 -0.44 -0.15
H -2.4674 1.8240 2.1001 0.10 -0.28 0.16
H 2.0737 -3.4989 -1.1422 -0.29 -0.18 -0.70
C 1.3413 -2.6963 -1.2288 0.59 3.66 0.22
H 0.7257 -1.2113 0.4129 -0.02 0.15 -0.77
C -1.5803 2.4239 1.8972 -0.82 0.32 1.02
H 2.0937 -2.2184 0.7424 -0.17 -0.39 0.30
H -0.8132 2.2027 2.6393 0.02 0.06 0.01
O 1.9632 -1.5924 -2.0133 0.50 -2.48 0.86
H -1.9794 2.3621 -0.1429 -0.27 -0.05 -0.26
H 0.3586 -2.8671 0.6285 0.37 -0.35 0.73
H 0.3858 -2.9215 -1.7025 0.14 -0.55 0.03
H -1.9174 3.4568 1.9846 0.15 0.20 0.27
C -1.1230 2.2133 0.5147 -0.64 -0.18 -1.04
H -0.3706 0.7181 -0.5039 0.13 0.17 -0.96
O -0.6673 0.8895 0.3928 0.35 0.23 0.92
H 1.3164 -0.9032 -2.1813 -0.66 0.51 -0.10
```
Positions in Å, forces in eV/Å.

Output
E: -2884.16717 hartree
Net charge: -1
Kohn-Sham gap: 0.299 Ha
Energy above the lowest of the compared OMol25 structures with the same formula, charge and spin: 51.11 kJ/mol
LUMO energy: 3.73 eV

# 5
Below is a single C19H18N4O3S molecule, with properties calculated with the ωB97M-V functional and the def2-TZVPD basis.

The geometry in XYZ format:
```
45
Properties=species:S:1:pos:R:3:forces:R:3
H -4.1164 -1.7798 1.2297 0.06 -0.06 0.07
O 5.9144 1.8465 0.6279 -0.33 -0.18 0.17
C 2.3623 1.5213 -0.9430 0.07 0.05 0.10
H -3.1195 1.6121 1.9409 0.05 -0.05 0.08
H 5.8717 0.4156 -2.2319 0.03 0.27 -0.05
H 2.6253 1.6715 -1.9775 -0.07 0.00 -0.18
O 5.1246 2.7969 -1.4967 -0.24 -0.12 -0.21
C -2.9407 0.6649 1.4228 -0.22 -0.02 -0.36
C -6.3743 -0.4560 -0.9151 0.02 -0.06 0.05
C -5.7167 -1.3916 -0.1298 -0.07 0.01 -0.08
H 0.2587 1.3056 -1.2963 0.03 0.01 -0.01
N 6.0710 -1.8506 -1.3240 0.07 0.49 -0.43
O -1.7915 0.9605 -0.6841 -0.02 0.03 -0.23
C 6.1115 -3.0020 -0.6794 -0.11 -0.09 0.25
H -8.3857 -0.1511 -1.5782 -0.09 -0.01 -0.03
C -7.5574 -0.8359 -1.7524 0.02 0.03 -0.03
S 5.0407 1.7728 -0.5009 0.21 -0.28 -0.43
C -4.1535 0.2741 0.6264 0.03 -0.05 0.14
C 5.5161 -3.1843 0.5607 -0.03 0.10 -0.05
H -7.8860 -1.8476 -1.5283 -0.06 -0.05 -0.02
C -4.8077 1.2139 -0.1598 -0.04 -0.05 0.03
N -0.5643 0.9485 1.2391 0.08 -0.03 0.39
H 3.8803 1.3835 2.0626 0.04 -0.05 0.16
H -6.4001 1.5929 -1.5287 -0.06 0.09 -0.06
C -4.6165 -1.0327 0.6288 0.09 0.13 0.06
C 1.7595 1.1759 1.7401 0.02 0.06 -0.11
H 4.3410 -2.1164 2.0332 -0.01 -0.11 0.10
H 5.5628 -4.1237 1.0845 0.00 -0.09 0.04
C 3.3573 1.5373 0.0136 0.52 0.23 -0.17
H 1.5184 1.0437 2.7855 -0.01 -0.01 0.11
C 5.4206 -0.8532 -0.7248 -0.06 -1.16 0.63
N 5.3540 0.3392 -1.3702 -0.21 1.13 0.14
N 4.7933 -0.9250 0.4471 0.12 0.08 -0.01
H -6.0647 -2.4147 -0.1121 -0.05 -0.09 -0.01
H -7.2999 -0.7836 -2.8101 -0.06 -0.03 -0.08
C -5.9022 0.8519 -0.9198 0.04 0.00 0.04
C 4.8522 -2.0824 1.0795 0.13 -0.26 -0.07
H -4.4513 2.2331 -0.1798 0.04 0.12 -0.01
H -0.6465 0.8576 2.2430 -0.10 -0.01 -0.21
C -1.7288 0.8677 0.5153 0.01 -0.06 0.47
C 0.7374 1.1493 0.7860 0.35 0.07 -0.25
H 6.6453 -3.7983 -1.1823 0.01 -0.11 0.04
C 1.0475 1.3247 -0.5632 -0.14 -0.02 -0.11
H -2.7120 -0.0998 2.1682 0.01 0.08 0.04
C 3.0697 1.3678 1.3534 -0.07 0.08 0.08
```
Positions in Å, forces in eV/Å.

Output
E: -1577.79223 hartree
Kohn-Sham gap: 0.341 Ha
Energy above the lowest of the compared OMol25 structures with the same formula, charge and spin: 89.92 kJ/mol
SMILES: Cc1ccc(CC(=O)Nc2ccc(S(=O)(=O)Nc3ncccn3)cc2)cc1
LUMO energy: 0.39 eV

# 6
Below is a molecular structure, C32H33F4InN5O3, with properties calculated with the ωB97M-V functional and the def2-TZVPD basis.

The geometry in XYZ format:
```
78
Properties=species:S:1:pos:R:3:forces:R:3
H -4.3608 0.2112 -2.4049 0.42 0.52 0.04
F 4.4957 -1.8826 5.9803 0.19 -0.09 -0.26
C 3.1689 -2.0576 4.0671 -0.10 0.10 0.06
H 0.9594 -4.1128 -1.3977 -0.23 0.25 0.56
C 0.7028 -4.2574 -0.3286 0.14 -0.09 -0.59
C -1.3729 -3.1081 -0.5806 -0.67 0.00 -0.95
C -2.2811 0.6156 3.7189 -0.81 0.53 0.37
C 0.9191 -3.2043 2.4354 -0.13 -0.29 0.74
H 3.4569 -0.8511 -1.9549 0.30 0.11 0.48
C 2.5617 -0.4672 -2.3982 -0.72 -0.31 -0.49
H -2.9250 1.2737 0.4608 0.45 -0.23 -0.72
H -0.8826 5.0157 0.2517 -0.02 -0.28 0.39
H -3.2712 5.0391 -2.6055 0.45 -0.03 0.24
C 0.0823 1.0605 2.4067 1.01 -1.01 0.82
H -2.4937 5.5622 -0.2414 -0.41 0.01 0.22
C 4.3875 -1.6854 4.6622 -0.99 0.04 -0.11
O 1.2701 1.0650 1.6717 -0.91 0.19 -0.05
H -5.2655 1.6490 -4.1293 0.04 0.04 -0.41
H 1.9895 2.7307 2.6557 0.08 0.06 -0.35
F 2.2568 -2.6326 4.9237 0.55 0.54 -0.94
N 1.7311 -2.0656 1.9882 -0.58 -0.04 0.16
C 2.3357 1.7703 2.2590 1.22 -0.12 1.51
H -1.2100 -2.6643 1.9433 0.88 -0.31 -0.23
C -0.9899 0.4523 1.7656 -0.32 0.53 -1.20
In 1.0730 -1.2060 0.2094 0.25 0.16 0.11
C -1.2142 1.1888 4.3892 -0.10 -0.17 0.32
H 0.0914 -5.1805 -0.2976 0.64 0.11 0.29
C -4.5104 2.0615 -3.4838 0.02 -0.15 0.11
O -2.0313 3.5522 -0.5837 0.51 0.18 0.85
C -1.6636 4.9152 -0.4863 0.51 0.61 -1.09
H -0.3066 -0.1074 -6.3174 -0.69 0.39 0.41
H 1.5713 0.4488 -5.5270 -0.27 0.13 1.05
C -4.1558 3.4054 -3.5372 -1.13 -1.40 -0.43
H -0.8190 -4.3567 1.7661 -0.08 -0.72 0.15
C -0.4055 -3.3763 1.6149 0.37 1.39 0.85
F 6.1868 -0.3623 1.8742 -1.00 -0.34 0.52
C 0.2054 0.2111 -3.7760 0.91 0.23 -2.19
C -3.1636 1.7855 -1.5471 0.30 -0.07 0.83
H -1.2248 5.3029 -1.4272 -0.26 -0.40 0.20
C -2.8523 3.1477 -1.5532 -0.22 0.32 -1.05
H -2.0124 0.5380 -6.0628 0.10 -0.31 -0.45
H -1.8771 0.1554 -2.4443 -0.56 0.19 -1.28
H -1.1026 -2.9437 -1.6466 -0.37 -0.62 0.54
F 3.8690 -1.0459 0.6315 -0.07 0.18 0.42
C -4.0005 1.2499 -2.4858 -1.01 -0.52 -0.47
N -0.1548 -3.1534 0.1820 1.22 -0.21 0.32
H -0.6770 1.6654 -6.1098 0.16 -0.71 0.40
C -1.4463 0.3693 -0.5961 0.13 -0.78 1.52
H -4.6257 3.9787 -4.3047 -0.02 0.61 -0.31
C 5.1548 -0.8686 2.6328 0.76 0.67 -2.46
C 2.8850 -1.8005 2.6881 0.98 0.36 -0.03
H -1.9851 -4.0076 -0.3728 0.30 0.16 -0.57
N -1.1277 -0.0181 -1.8285 1.16 -0.55 -0.38
H 2.7148 1.2010 3.1649 -0.14 0.48 -1.06
N -2.6570 0.9547 -0.4799 -0.75 1.12 0.42
H 1.6661 -4.3109 0.2276 -0.92 -0.17 -0.25
C 2.6162 -0.0332 -3.6985 0.61 0.34 -1.49
H 1.5600 -4.0914 2.3251 -0.40 -0.18 -0.03
C 1.4632 0.2607 -4.4390 -0.32 -0.22 0.33
H 3.6066 0.0410 -4.1889 -0.78 -0.09 0.20
C -3.3735 3.9633 -2.5768 0.60 0.34 1.02
H 3.1679 1.9257 1.5376 -0.82 -0.29 0.35
H 0.7204 -3.1566 3.5390 -0.29 0.07 -1.13
H 6.3575 -0.8391 4.3368 0.38 0.21 0.47
C -0.9623 0.6297 -5.7967 -0.14 0.76 -1.22
H -3.0378 -0.1338 1.8561 -0.53 -0.39 -0.07
C -2.2261 0.2954 2.3964 1.88 -0.17 -0.45
C 1.3187 -0.5680 -1.7924 -0.14 -0.08 0.99
C 3.9816 -1.1991 1.9818 -0.60 -0.65 0.98
H -1.9930 -2.2584 -0.3316 -0.02 0.32 0.45
C 0.1559 -0.1583 -2.4479 0.01 0.30 0.86
H 0.8749 1.7334 4.2878 0.14 0.24 0.38
O -0.9907 0.4725 -4.4093 0.98 -0.28 1.34
C 5.3889 -1.0571 3.9526 -0.38 -0.70 0.74
H -1.3518 1.4885 5.4089 0.06 -0.03 0.41
H -3.2332 0.4625 4.1767 -0.33 0.08 0.70
C 0.0095 1.3650 3.7809 -0.27 -0.01 -1.65
N -0.7219 0.0078 0.4395 -0.20 0.14 0.21
```
Positions in Å, forces in eV/Å.

Output
E: -2328.04704 hartree
Net charge: +1
Kohn-Sham gap: 0.316 Ha
Energy above the lowest of the compared OMol25 structures with the same formula, charge and spin: 7.44 kJ/mol
LUMO energy: -1.82 eV